Entry 1:
ORCA calculation (ωB97M-V/def2-TZVPD) on C4H8O3 as an isolated structure.

The calculation puts the highest occupied orbital energy at -9.4846 eV. The calculation puts the calculated total energy at -10416.061 eV. Its energy above the lowest of the compared OMol25 structures with the same formula, charge and spin is 114.0 kcal per mole. As for the gap between HOMO and LUMO: 10.221 eV.

Each line ends with the Mulliken charge.
Atoms and positions in Å:
C -0.4108 -1.9304 -1.8094  -0.622
H -0.3467 1.3937 1.5014  0.231
C 0.6672 2.0046 0.8807  -1.219
C -0.3060 -0.1347 -0.3232  0.624
O 0.0240 -1.4069 -0.5496  -0.307
H -0.0882 -2.9709 -1.8205  0.234
H 0.0461 -1.3718 -2.6303  0.287
H 1.0216 -0.2033 1.4471  0.331
O -0.8683 0.5881 -1.1078  -0.550
H 1.4575 1.7061 0.1922  0.418
H 1.1099 2.4448 1.7792  0.386
H -1.4980 -1.8620 -1.8891  0.292
O -0.9624 0.2440 1.9610  -0.724
C 0.0594 0.2295 1.1205  0.268
H -0.0051 2.6859 0.3498  0.348

Entry 2:
ORCA calculation (ωB97M-V/def2-TZVPD) on C21H21AsBrN5O2S4Ti as an isolated structure.

As for the expectation value of S²: 0.76. The calculation puts the highest occupied orbital energy (alpha / beta) at -3.4913 / -3.6457 eV. The calculation puts the calculated total energy at -231006.898 eV. As for the spin multiplicity: 2. As for the gap between HOMO and LUMO (alpha / beta): 5.248 / 5.398 eV. As for the total charge: -1.

Each line ends with the Mulliken charge.
Atoms and positions in Å:
H -0.8997 5.3051 -0.2167  0.405
C 2.8145 -1.8135 4.1885  -0.729
H 2.9805 -0.8759 4.7289  0.242
H -3.0061 0.7658 -5.4342  0.351
H 3.5366 -0.3786 -2.7935  0.406
C -2.0951 0.5893 -4.8739  -0.890
H 4.6254 -1.3708 3.0356  0.305
As -2.6017 -2.6516 -0.8338  0.286
C -1.8815 1.3463 1.9320  0.093
O 0.3937 0.5247 4.1138  -0.552
H 3.8178 -2.8736 2.5995  0.294
H 1.4200 -0.4680 -6.5186  0.338
C -1.0336 0.3985 -2.6610  0.789
Br 1.5794 0.5196 -0.8825  -0.187
H 0.5738 -1.3086 1.8769  -0.985
C -1.5715 2.3981 0.9903  -0.208
C -0.9515 0.2364 -5.5228  -0.906
C 2.7682 -1.1114 1.8682  -0.879
S -2.7766 -3.3652 -2.7987  -0.549
S -0.4162 -2.1936 -0.3962  -0.489
C 3.6496 -1.8395 2.9051  -0.723
C 2.6143 -0.3023 -3.3529  -0.868
H -1.4988 4.2273 2.0143  0.201
H -3.1739 -0.2363 4.4131  0.412
C -2.1495 -0.7189 2.5004  -0.265
H 1.1425 -2.7893 3.5026  0.317
C 0.2342 0.0099 -4.7842  1.102
C -0.9679 3.1974 -0.9225  -0.406
H 0.3971 -0.3990 4.4634  0.460
H 2.6888 -1.6778 0.9424  0.296
H -0.9273 0.1171 -6.6003  0.322
H 3.0228 -2.6357 4.8722  0.460
H -0.7085 3.1723 -1.9667  0.451
Ti -1.2702 -0.0403 -0.5709  -0.201
O 1.2017 1.3770 2.2231  -0.623
C -2.6794 0.0381 3.4992  -1.034
C 2.5972 -0.5272 -4.7463  -0.571
H -3.0877 0.8402 -2.9975  0.316
C 1.4543 0.0361 -2.7249  0.693
C 1.3882 -1.0010 2.5450  2.430
N -1.4704 3.7325 1.1414  -0.074
N 1.4106 -1.8433 3.7498  -0.722
H -2.1449 -1.7934 2.3692  0.354
H 3.1433 -0.1215 1.6110  0.514
H 3.5090 -0.8189 -5.2518  0.366
C -2.1271 0.6535 -3.4625  0.033
N -1.6398 0.1178 1.5373  0.944
H -2.8212 2.1583 3.6378  0.152
N -2.4986 1.3544 3.1324  0.035
C 1.0243 0.4252 2.9391  -0.240
C 0.1930 0.1519 -3.3693  0.166
C -1.0687 4.2536 -0.0745  -0.878
N -1.2885 2.0431 -0.2507  0.497
S -3.3007 -3.8663 0.7568  -0.586
C 1.4387 -0.3459 -5.4414  -0.889
S -3.5629 -0.6224 -0.6410  -0.579

Question: Which value of calculated total energy does entry 1 give?
Answer: -10416.061 eV